No. 1
The following is a DFT calculation (ωB97M-V/def2-TZVPD) of a structure of composition BrH8O5V at a distorted geometry.

## Properties
**Energy relative to the best compared isomer or geometry (same formula, charge and spin)**: 6.496 eV
**HOMO level (spin up / spin down)**: -0.5222 / -0.5225 Eh
**Charge**: +1
**2S+1**: 2
**Orbital gap (spin up / spin down)**: 0.1850 / 0.2287 Ha

Element x y z (Å)
O: 0.491 -0.696 -2.799
V: 0.422 0.811 -2.404
Br: 0.161 0.324 0.290
O: 0.495 -2.918 1.282
H: 0.806 -2.007 1.243
H: 0.513 -3.155 2.218
O: 3.798 0.979 0.546
H: 2.862 0.757 0.608
H: 3.831 1.941 0.476
O: -2.058 -1.489 -1.902
H: -2.874 -0.973 -1.839
H: -1.714 -1.522 -0.997
O: -2.517 2.737 0.827
H: -2.354 3.179 1.670
H: -1.863 2.032 0.781



No. 2
The following is a DFT calculation (ωB97M-V/def2-TZVPD) of a cluster of 2 separate species, BrHI2OP in total at a distorted geometry.

## Properties
**HOMO level**: -0.4700 Eh
**Charge**: +1
**Orbital gap**: 0.1934 Ha

Element x y z (Å)
O: 1.225 -0.173 -0.779
P: 0.386 0.315 -2.008
Br: -1.526 0.025 3.835
I: -1.393 1.329 1.726
I: -0.473 -1.848 -2.586
H: 1.781 0.352 -0.188



No. 3
The following is a DFT calculation (ωB97M-V/def2-TZVPD) of a structure of composition BrLi2.

## Properties
**Energy relative to the best compared isomer or geometry (same formula, charge and spin)**: 0.000 eV
**HOMO level**: -0.5237 Eh
**Charge**: +1
**Orbital gap**: 0.3627 Ha

Element x y z (Å)
Li: 15.665 1.868 -5.612
Li: 15.509 0.903 -9.619
Br: 16.517 1.981 -7.790



No. 4
The following is a DFT calculation (ωB97M-V/def2-TZVPD) of a structure of composition BrMn.

## Properties
**Energy relative to the best compared isomer or geometry (same formula, charge and spin)**: 5.203 eV
**HOMO level (spin up / spin down)**: -0.4682 / -0.4359 Eh
**Charge**: +1
**2S+1**: 6
**Orbital gap (spin up / spin down)**: 0.1388 / 0.1154 Ha

Element x y z (Å)
Mn: 2.207 -0.239 -0.579
Br: -2.207 0.239 0.579



No. 5
The following is a DFT calculation (ωB97M-V/def2-TZVPD) of a cluster of 2 separate species, BrNO3 in total at a distorted geometry.

## Properties
**Energy relative to the best compared isomer or geometry (same formula, charge and spin)**: 0.652 eV
**HOMO level**: -0.3582 Eh
**Orbital gap**: 0.3197 Ha

Element x y z (Å)
N: -0.776 0.139 -0.009
O: -0.425 1.235 -0.027
O: -1.704 -0.536 0.012
O: 0.768 -0.933 -0.046
Br: 2.136 0.094 0.069



No. 6
The following is a DFT calculation (ωB97M-V/def2-TZVPD) of a cluster of 2 separate species, BrO2S in total at a distorted geometry.

## Properties
**Energy relative to the best compared isomer or geometry (same formula, charge and spin)**: 5.126 eV
**HOMO level (spin up / spin down)**: -0.1355 / -0.1156 Eh
**Charge**: -1
**Orbital gap (spin up / spin down)**: 0.2498 / 0.2392 Ha

Element x y z (Å)
O: -1.327 -0.809 -0.246
O: 0.919 0.005 2.128
S: -0.486 0.380 -0.070
Br: 0.895 0.424 -1.812



No. 7
The following is a DFT calculation (ωB97M-V/def2-TZVPD) of a structure of composition BrO4PZn3 at a distorted geometry.

## Properties
**HOMO level**: -0.5374 Eh
**Charge**: +2
**Orbital gap**: 0.0929 Ha

Element x y z (Å)
Zn: -3.485 7.833 -1.728
Zn: 2.558 2.431 1.679
Zn: -1.350 -0.383 -2.163
P: 0.831 -2.850 0.719
O: 0.184 -3.291 -0.563
O: -0.279 -2.878 1.701
O: 1.026 -1.367 0.176
O: 1.948 -3.891 0.577
Br: -1.432 4.395 -0.397



No. 8
The following is a DFT calculation (ωB97M-V/def2-TZVPD) of a cluster of 2 separate species, BrOP in total at a distorted geometry.

## Properties
**Energy relative to the best compared isomer or geometry (same formula, charge and spin)**: 7.799 eV
**HOMO level (spin up / spin down)**: -0.3236 / -0.3230 Eh
**Orbital gap (spin up / spin down)**: 0.2028 / 0.2017 Ha

Element x y z (Å)
O: -0.683 0.612 -0.002
P: 1.116 -1.201 0.002
Br: 2.553 0.293 0.001



No. 9
The following is a DFT calculation (ωB97M-V/def2-TZVPD) of a structure of composition BrPt at a distorted geometry.

## Properties
**Energy relative to the best compared isomer or geometry (same formula, charge and spin)**: 0.728 eV
**HOMO level (spin up / spin down)**: -0.6276 / -0.6046 Eh
**Charge**: +1
**2S+1**: 3
**Orbital gap (spin up / spin down)**: 0.3243 / 0.2403 Ha

Element x y z (Å)
Pt: 0.342 -0.398 -1.214
Br: -0.342 0.398 1.214



No. 10
The following is a DFT calculation (ωB97M-V/def2-TZVPD) of a cluster of 12 separate species, C102H216N12O12 in total at a distorted geometry.

## Properties
**HOMO level**: -0.3045 Eh
**Orbital gap**: 0.3211 Ha
**SMILES string**: CC1(C)CCCC(C)(C)N1O.CC1(C)CCCC(C)(C)N1O.CC1(C)CCCC(C)(C)N1O.CC1(C)CCCC(C)(C)N1O.CC1(C)CCCC(C)(C)N1O.CC1(C)CCCC(C)(C)N1O.CC1(C)CCCC(C)(C)N1O.CC1(C)CCCC(C)(C)N1O.CC1(C)CCCC(C)(C)N1O.CC1(C)CCCC(C)(C)N1O.CC1(C)CCCC(C)(C)N1O.CN(C)C=O

Element x y z (Å)
C: -7.516 -1.620 -1.104
C: -6.039 -1.264 -0.772
C: -5.891 -1.113 0.668
C: -5.882 -2.360 1.491
C: -4.884 -3.363 0.988
C: -4.874 -3.517 -0.540
N: -4.907 -2.202 -1.179
O: -4.865 -2.422 -2.576
C: -3.451 -4.026 -0.899
C: -5.968 -4.530 -1.075
C: -5.613 0.042 -1.399
H: -7.863 -2.459 -0.508
H: -7.688 -1.801 -2.180
H: -8.065 -0.716 -0.826
H: -4.958 -0.483 0.831
H: -6.684 -0.395 0.927
H: -6.892 -2.826 1.421
H: -5.654 -1.985 2.517
H: -4.960 -4.373 1.452
H: -3.903 -2.968 1.227
H: -2.810 -3.203 -0.544
H: -3.187 -4.929 -0.383
H: -3.397 -4.076 -1.971
H: -6.986 -4.164 -0.998
H: -5.810 -4.904 -2.069
H: -5.888 -5.236 -0.292
H: -4.573 0.281 -1.121
H: -6.322 0.800 -1.060
H: -5.751 -0.050 -2.499
H: -4.092 -1.892 -2.757
C: -2.044 -0.138 6.809
C: -2.344 -1.464 6.159
C: -1.304 -2.492 6.600
C: -1.756 -3.926 6.293
C: -3.044 -4.091 7.050
C: -4.262 -3.235 6.551
N: -3.704 -1.843 6.755
O: -4.673 -0.908 6.227
C: -4.683 -3.555 5.132
C: -5.481 -3.363 7.523
C: -2.326 -1.259 4.634
H: -2.250 -0.151 7.879
H: -2.610 0.640 6.263
H: -0.952 0.082 6.649
H: -0.350 -2.263 6.096
H: -1.074 -2.432 7.683
H: -1.004 -4.675 6.610
H: -1.957 -4.103 5.204
H: -2.882 -3.773 8.076
H: -3.351 -5.160 7.171
H: -5.177 -2.670 4.745
H: -3.900 -3.788 4.445
H: -5.406 -4.352 5.238
H: -6.102 -2.590 7.078
H: -6.031 -4.321 7.524
H: -5.194 -3.067 8.538
H: -3.322 -1.025 4.329
H: -2.164 -2.231 4.137
H: -1.587 -0.542 4.309
H: -4.672 -0.244 6.925
C: 4.189 0.194 -7.294
C: 4.154 0.925 -5.943
C: 5.506 0.955 -5.230
C: 5.624 2.008 -4.067
C: 5.203 3.373 -4.572
C: 3.862 3.507 -5.241
N: 3.744 2.363 -6.290
O: 2.391 2.391 -6.849
C: 2.744 3.501 -4.183
C: 3.848 4.808 -6.000
C: 3.146 0.098 -5.118
H: 4.753 0.748 -8.028
H: 3.173 0.025 -7.685
H: 4.755 -0.732 -7.103
H: 5.637 -0.123 -4.925
H: 6.287 1.143 -5.960
H: 6.659 1.936 -3.802
H: 4.952 1.681 -3.266
H: 5.967 3.712 -5.324
H: 5.257 4.186 -3.832
H: 2.735 2.524 -3.608
H: 2.873 4.308 -3.454
H: 1.722 3.657 -4.564
H: 3.921 5.512 -5.201
H: 4.714 4.954 -6.676
H: 2.888 5.067 -6.512
H: 3.254 -0.937 -5.410
H: 2.101 0.369 -5.363
H: 3.245 0.173 -4.005
H: 2.616 2.922 -7.656
C: -1.694 -2.543 -3.823
C: -0.662 -3.078 -4.817
C: 0.685 -3.146 -4.111
C: 0.784 -4.281 -3.049
C: 0.561 -5.626 -3.750
C: -0.796 -5.684 -4.398
N: -0.928 -4.476 -5.257
O: -2.156 -4.574 -5.974
C: -0.812 -6.837 -5.336
C: -1.959 -5.944 -3.305
C: -0.578 -2.204 -6.079
H: -1.655 -3.054 -2.837
H: -2.716 -2.706 -4.173
H: -1.632 -1.418 -3.729
H: 1.509 -3.344 -4.827
H: 0.845 -2.240 -3.613
H: -0.035 -4.200 -2.364
H: 1.734 -4.185 -2.564
H: 0.600 -6.449 -2.998
H: 1.316 -5.884 -4.545
H: -0.222 -6.703 -6.251
H: -0.410 -7.727 -4.799
H: -1.818 -7.178 -5.636
H: -1.704 -5.481 -2.353
H: -2.989 -5.788 -3.556
H: -1.979 -7.032 -3.195
H: -1.505 -2.079 -6.601
H: 0.302 -2.552 -6.692
H: -0.347 -1.150 -5.817
H: -1.937 -4.723 -6.904
C: -4.359 -7.023 2.379
C: -3.015 -7.522 2.832
C: -2.877 -8.985 2.493
C: -1.431 -9.490 2.701
C: -0.400 -8.653 2.016
C: -0.585 -7.129 2.193
N: -2.012 -6.794 1.992
O: -2.241 -5.409 2.183
C: 0.018 -6.679 3.522
C: 0.325 -6.547 1.069
C: -2.883 -7.406 4.376
H: -4.580 -5.950 2.605
H: -5.091 -7.641 2.935
H: -4.497 -7.267 1.301
H: -3.546 -9.625 3.099
H: -3.136 -9.162 1.480
H: -1.340 -10.530 2.260
H: -1.286 -9.601 3.803
H: -0.458 -8.821 0.914
H: 0.575 -8.918 2.384
H: -0.420 -5.768 3.891
H: -0.198 -7.486 4.210
H: 1.081 -6.615 3.428
H: 1.358 -7.008 1.244
H: -0.156 -6.843 0.104
H: 0.412 -5.448 1.100
H: -3.851 -7.747 4.701
H: -2.680 -6.383 4.679
H: -2.058 -8.022 4.675
H: -2.497 -5.060 1.348
C: 7.872 2.029 -0.985
C: 7.709 3.172 0.039
C: 6.969 4.315 -0.559
C: 5.468 4.092 -0.608
C: 4.938 3.720 0.743
C: 5.689 2.608 1.411
N: 7.134 2.826 1.325
O: 7.846 1.792 2.008
C: 5.310 2.516 2.894
C: 5.172 1.345 0.714
C: 9.165 3.714 0.379
H: 8.176 1.095 -0.480
H: 8.624 2.281 -1.750
H: 6.916 1.836 -1.490
H: 7.124 5.229 -0.029
H: 7.365 4.436 -1.581
H: 5.251 3.269 -1.306
H: 4.935 5.010 -1.047
H: 3.904 3.384 0.746
H: 4.907 4.622 1.306
H: 5.784 1.655 3.296
H: 5.634 3.369 3.493
H: 4.215 2.457 2.946
H: 5.117 1.417 -0.404
H: 5.677 0.409 0.966
H: 4.162 1.216 1.126
H: 9.537 4.252 -0.508
H: 9.798 2.851 0.525
H: 9.154 4.346 1.282
H: 7.579 0.899 1.669
C: -3.672 2.395 4.062
C: -3.723 3.301 2.794
C: -4.281 2.368 1.716
C: -4.765 3.060 0.421
C: -5.698 4.180 0.776
C: -5.174 5.149 1.819
N: -4.763 4.301 3.034
O: -4.348 5.190 4.079
C: -4.123 6.160 1.349
C: -6.330 6.023 2.328
C: -2.339 3.782 2.410
H: -3.325 2.962 4.904
H: -3.005 1.600 3.793
H: -4.655 2.040 4.315
H: -3.513 1.619 1.511
H: -5.119 1.762 2.131
H: -5.238 2.310 -0.206
H: -3.925 3.361 -0.220
H: -6.631 3.665 1.118
H: -5.945 4.682 -0.156
H: -3.206 5.696 0.992
H: -4.582 6.699 0.508
H: -3.962 6.805 2.219
H: -5.884 6.944 2.723
H: -6.926 6.367 1.465
H: -6.909 5.496 3.127
H: -2.004 4.737 2.927
H: -2.198 3.992 1.357
H: -1.676 2.974 2.731
H: -4.849 4.895 4.851
C: 8.480 -3.153 1.480
C: 6.935 -3.009 1.320
C: 6.662 -2.028 0.196
C: 5.178 -2.045 -0.176
C: 4.833 -3.461 -0.653
C: 5.057 -4.490 0.400
N: 6.482 -4.358 0.856
O: 6.597 -5.356 1.853
C: 3.954 -4.360 1.453
C: 4.999 -5.910 -0.204
C: 6.308 -2.417 2.639
H: 9.041 -2.200 1.450
H: 8.761 -3.761 0.601
H: 8.668 -3.688 2.364
H: 7.013 -1.007 0.396
H: 7.261 -2.359 -0.635
H: 5.148 -1.351 -1.003
H: 4.449 -1.619 0.584
H: 5.341 -3.672 -1.569
H: 3.718 -3.530 -0.800
H: 4.244 -4.827 2.427
H: 3.682 -3.307 1.634
H: 3.103 -4.936 1.105
H: 4.916 -6.602 0.585
H: 4.042 -5.925 -0.747
H: 5.938 -6.146 -0.803
H: 6.108 -3.217 3.372
H: 5.388 -1.876 2.317
H: 7.005 -1.634 3.029
H: 7.180 -6.012 1.358
C: 2.798 9.456 0.316
C: 1.792 8.310 0.284
C: 0.420 8.844 0.513
C: -0.684 7.831 0.358
C: -0.638 7.267 -1.041
C: 0.754 6.774 -1.497
N: 1.790 7.757 -1.100
O: 3.124 7.207 -1.394
C: 0.991 5.297 -1.050
C: 0.702 6.794 -3.081
C: 2.248 7.339 1.332
H: 2.591 9.913 1.263
H: 2.544 10.202 -0.443
H: 3.808 9.077 0.378
H: 0.441 9.442 1.417
H: 0.243 9.654 -0.236
H: -1.674 8.305 0.493
H: -0.644 7.112 1.187
H: -1.035 8.044 -1.684
H: -1.321 6.408 -1.087
H: 1.175 5.225 0.034
H: 0.172 4.673 -1.342
H: 1.931 4.931 -1.470
H: 0.811 7.765 -3.551
H: 1.500 6.154 -3.356
H: -0.291 6.354 -3.411
H: 1.460 6.614 1.598
H: 2.621 7.851 2.266
H: 3.108 6.733 0.954
H: 3.426 7.833 -2.092
C: -0.752 2.351 -5.563
C: -1.847 2.401 -4.463
C: -1.163 2.860 -3.144
C: -2.177 3.275 -2.121
C: -2.988 4.411 -2.651
C: -3.761 4.063 -3.963
N: -2.746 3.499 -4.917
O: -3.424 3.050 -6.080
C: -4.955 3.143 -3.681
C: -4.192 5.450 -4.523
C: -2.551 1.080 -4.343
H: -1.186 2.099 -6.501
H: 0.035 1.688 -5.271
H: -0.328 3.354 -5.638
H: -0.521 2.052 -2.756
H: -0.573 3.717 -3.324
H: -1.827 3.574 -1.125
H: -2.740 2.375 -1.920
H: -2.402 5.285 -2.878
H: -3.695 4.799 -1.902
H: -4.758 2.445 -2.901
H: -5.798 3.718 -3.405
H: -5.207 2.572 -4.561
H: -4.830 5.292 -5.420
H: -4.662 6.081 -3.765
H: -3.303 5.966 -4.884
H: -1.790 0.358 -4.298
H: -2.983 0.862 -5.348
H: -3.314 1.096 -3.568
H: -3.332 3.711 -6.754
C: 0.429 -2.495 2.510
C: 0.122 -1.765 1.191
C: -1.375 -1.464 1.098
C: -1.724 -0.477 -0.031
C: -0.966 0.857 0.296
C: 0.549 0.652 0.306
N: 0.802 -0.439 1.345
O: 2.252 -0.603 1.361
C: 1.147 0.370 -1.079
C: 1.123 1.959 0.867
C: 0.556 -2.577 -0.050
H: -0.372 -3.192 2.781
H: 0.442 -1.627 3.207
H: 1.375 -2.972 2.401
H: -1.969 -2.378 1.020
H: -1.693 -0.983 2.068
H: -2.813 -0.275 0.008
H: -1.477 -0.811 -1.045
H: -1.372 1.270 1.250
H: -1.113 1.618 -0.498
H: 1.268 1.252 -1.695
H: 2.172 0.031 -0.883
H: 0.638 -0.383 -1.710
H: 0.774 2.733 0.159
H: 0.686 2.201 1.871
H: 2.220 1.894 0.889
H: 1.691 -2.591 -0.091
H: -0.020 -2.306 -0.924
H: 0.324 -3.614 0.109
H: 2.488 -0.247 2.216
C: 1.439 0.962 4.515
O: 2.474 0.722 3.907
N: 1.210 2.280 4.921
C: -0.079 2.721 5.372
C: 2.109 3.298 4.428
H: 0.732 0.168 4.870
H: 0.025 3.382 6.247
H: -0.714 1.861 5.751
H: -0.662 3.364 4.626
H: 3.153 3.030 4.607
H: 2.036 3.373 3.336
H: 1.953 4.250 4.956



E across the listed records, respectively: -3898.623157, -3586.310723, -2588.951171, -3724.515972, -2854.274047, -3122.584658, -8553.149582, -2990.353877, -2692.861433, -5575.421117 hartree.